Formula: C28H23AuCl7IN4O6S
Source: the Open Molecules 2025 dataset
Level of theory: ωB97M-V/def2-TZVPD

```
71
Properties=species:S:1:pos:R:3:lowdin_charge:R:1
Au 0.099 2.557 0.290 0.922
Cl -0.142 -0.090 2.234 0.765
C -0.606 1.399 2.979 -0.684
C -0.594 2.554 2.220 -0.336
C -1.045 3.730 2.795 -0.692
Cl -1.137 5.157 1.826 0.713
C -1.429 3.773 4.135 -0.698
Cl -1.943 5.247 4.848 0.705
C -1.374 2.609 4.905 -0.697
Cl -1.807 2.653 6.565 0.704
C -0.969 1.408 4.323 -0.698
Cl -0.881 -0.033 5.255 0.703
I 0.801 2.808 -2.261 0.185
C -2.131 -2.551 -7.254 -0.110
C -2.457 -1.371 -6.348 -0.301
S -2.570 -1.919 -4.661 0.633
O -1.240 -2.184 -4.167 -0.310
O -3.581 -2.938 -4.556 -0.294
C -3.169 -0.482 -3.790 -0.202
C -3.292 -0.838 -2.305 -0.119
N -2.882 0.291 -1.466 0.066
C -1.640 0.439 -0.974 -0.334
N -1.577 1.583 -0.288 -0.100
C -2.796 2.189 -0.332 0.005
C -3.610 1.395 -1.069 -0.115
N -4.970 1.660 -1.430 -0.328
O -5.498 0.913 -2.236 0.091
O -5.488 2.622 -0.912 0.121
C -0.553 -0.546 -1.167 -0.045
H -2.068 -2.205 -8.284 0.081
H -2.904 -3.314 -7.188 0.079
H -1.175 -2.996 -6.982 0.082
H -3.415 -0.915 -6.597 0.106
H -1.676 -0.611 -6.367 0.108
H -4.125 -0.183 -4.215 0.106
H -2.433 0.310 -3.935 0.120
H -2.633 -1.666 -2.050 0.117
H -4.307 -1.116 -2.050 0.132
H -3.008 3.134 0.138 0.130
H -0.805 -1.480 -0.658 0.081
H 0.376 -0.167 -0.750 0.039
H -0.404 -0.758 -2.227 0.083
Cl 1.601 -2.869 0.621 0.741
C 2.020 -3.003 2.308 -0.571
C 1.632 -4.180 2.932 -0.121
C 1.789 -4.345 4.293 -0.087
C 2.330 -3.305 5.034 -0.114
C 2.747 -2.157 4.399 -0.570
Cl 3.409 -0.875 5.377 0.723
C 2.643 -1.955 3.007 -0.303
N 3.080 -0.752 2.504 0.057
C 3.504 -0.358 1.221 -0.227
C 4.147 -1.229 0.349 -0.076
C 4.548 -0.789 -0.901 -0.081
C 4.356 0.536 -1.267 -0.081
C 3.786 1.421 -0.365 -0.064
C 3.351 0.992 0.883 -0.153
C 2.832 1.949 1.937 -0.072
C 2.677 3.378 1.455 -0.614
O 3.537 4.199 1.656 0.104
O 1.564 3.739 0.831 -0.283
H 1.178 -4.952 2.327 0.102
H 1.479 -5.261 4.775 0.106
H 2.449 -3.380 6.106 0.106
H 3.237 -0.060 3.220 0.057
H 4.323 -2.253 0.650 0.101
H 5.021 -1.484 -1.584 0.105
H 4.674 0.889 -2.238 0.104
H 3.685 2.466 -0.633 0.094
H 3.554 2.016 2.757 0.138
H 1.904 1.555 2.353 0.062
```

Properties
strongest force on any atom: 0.40 eV Å⁻¹
energy relative to the best compared isomer or geometry (same formula, charge and spin): 9.69 kcal per mole
DFT total energy: -5804.1281 hartree
total charge: 0

Formula: C28H23BrF5N2PRuSSi
Source: the Open Molecules 2025 dataset
Level of theory: ωB97M-V/def2-TZVPD

```
63
Properties=species:S:1:pos:R:3:lowdin_spin:R:1
Ru 0.519 -1.064 -0.861 3.298
F -5.947 -1.655 4.406 0.000
C -5.020 -1.672 3.466 0.001
C -5.213 -2.395 2.312 0.001
F -6.325 -3.095 2.151 0.000
C -4.246 -2.401 1.322 0.005
F -4.518 -3.160 0.259 0.001
C -3.058 -1.689 1.443 0.025
P -1.739 -1.742 0.139 0.082
C -0.880 -3.230 0.773 0.016
C -1.437 -4.506 0.762 0.000
C -0.700 -5.586 1.224 0.007
C 0.588 -5.400 1.715 0.002
C 1.139 -4.129 1.757 0.007
C 0.402 -3.052 1.286 0.024
C -2.679 -2.137 -1.366 0.004
C -2.571 -3.308 -2.105 0.002
C -3.395 -3.505 -3.205 0.000
C -4.319 -2.538 -3.574 0.002
C -4.406 -1.352 -2.858 0.000
C -3.585 -1.150 -1.759 0.002
C -2.872 -0.995 2.650 0.002
Br -1.277 -0.086 3.049 0.008
C -3.836 -0.984 3.637 0.000
F -3.650 -0.322 4.773 0.000
H -2.441 -4.659 0.385 0.000
H -1.131 -6.580 1.199 0.000
H 1.158 -6.247 2.078 0.000
H 2.129 -3.975 2.167 0.000
H 0.822 -2.057 1.385 0.011
H -1.848 -4.065 -1.833 0.000
H -3.317 -4.427 -3.770 0.000
H -4.973 -2.709 -4.422 0.000
H -5.116 -0.588 -3.151 0.000
H -3.658 -0.224 -1.196 0.001
C 3.998 0.861 -3.703 0.002
Si 2.756 -0.134 -2.755 0.046
C 3.568 -1.692 -2.147 0.019
C 1.205 -0.311 -3.801 0.039
N 2.065 0.551 -1.249 0.425
C 2.213 1.724 -0.662 0.078
C 3.107 2.747 -1.127 0.131
C 3.201 3.946 -0.477 0.001
C 2.429 4.202 0.667 0.207
C 1.550 3.238 1.171 -0.013
C 1.465 2.050 0.514 0.142
F 0.635 1.111 0.968 0.070
H 4.329 0.253 -4.551 0.000
H 4.883 1.098 -3.102 0.000
H 3.580 1.790 -4.101 0.000
H 3.596 -2.463 -2.925 0.002
H 3.081 -2.123 -1.278 0.002
H 4.600 -1.454 -1.866 0.001
H 1.209 -1.233 -4.387 0.002
H 1.140 0.536 -4.492 0.003
H 0.271 -0.301 -3.237 0.010
H 3.703 2.548 -2.007 0.005
H 3.877 4.706 -0.846 -0.003
H 2.509 5.159 1.167 0.010
H 0.952 3.415 2.056 -0.004
S 1.244 -4.822 -3.671 0.150
C 0.872 -3.675 -2.646 0.069
N 0.584 -2.816 -1.871 0.103
```

Properties
spin multiplicity: 6
strongest force on any atom: 0.91 eV Å⁻¹
energy relative to the best compared isomer or geometry (same formula, charge and spin): 24.89 kcal per mole
DFT total energy: -5387.2742 hartree
expectation value of S²: 8.8084
total charge: +1

Formula: C28H23BrN6O4SZr
Source: the Open Molecules 2025 dataset
Level of theory: ωB97M-V/def2-TZVPD

```
64
Properties=species:S:1:pos:R:3:lowdin_charge:R:1
Zr -0.069 -0.662 0.014 1.595
N 1.753 -3.619 2.992 0.053
C 1.022 -2.756 2.228 -0.881
S 0.864 -3.141 0.556 0.654
N 0.527 -1.739 2.887 -0.024
N -0.146 -0.774 2.169 -0.155
C -0.894 -0.006 2.891 -0.063
C -1.721 1.096 2.452 -0.145
C -2.391 1.817 3.454 -0.046
C -3.208 2.885 3.164 -0.095
C -3.371 3.272 1.834 -0.075
C -2.735 2.580 0.827 -0.003
C -1.920 1.470 1.097 -0.327
O -1.362 0.828 0.095 -0.324
H 1.929 -4.527 2.603 0.070
H 1.664 -3.531 3.991 0.089
H -0.906 -0.220 3.958 0.129
H -2.248 1.517 4.485 0.111
H -3.722 3.410 3.957 0.100
H -4.002 4.118 1.592 0.105
H -2.861 2.865 -0.210 0.119
C -4.088 -2.964 0.969 -0.055
O -4.433 -1.801 0.217 -0.087
C -3.900 -1.671 -1.037 -0.219
C -4.776 -1.489 -2.085 0.010
C -4.313 -1.285 -3.386 -0.087
C -2.962 -1.273 -3.627 -0.052
C -2.040 -1.431 -2.581 -0.138
C -0.629 -1.410 -2.898 -0.064
N 0.282 -1.316 -1.995 -0.197
N 1.618 -1.263 -2.364 0.082
C 2.367 -0.839 -1.381 -0.489
O 1.900 -0.453 -0.225 -0.298
C 3.824 -0.755 -1.609 -0.144
C 4.363 -0.766 -2.893 -0.026
C 5.735 -0.690 -3.066 -0.082
C 6.577 -0.610 -1.964 -0.089
C 6.042 -0.600 -0.684 -0.079
C 4.670 -0.665 -0.506 -0.016
C -2.502 -1.619 -1.249 -0.253
O -1.672 -1.784 -0.246 -0.289
H -4.581 -2.846 1.931 0.090
H -3.015 -3.066 1.111 0.078
H -4.473 -3.862 0.476 0.095
H -5.837 -1.515 -1.872 0.123
H -5.017 -1.158 -4.197 0.101
H -2.585 -1.112 -4.631 0.111
H -0.334 -1.449 -3.946 0.140
H 3.694 -0.837 -3.739 0.108
H 6.150 -0.694 -4.065 0.101
H 7.649 -0.553 -2.104 0.100
H 6.697 -0.548 0.176 0.102
H 4.237 -0.658 0.486 0.116
Br 0.317 1.820 -2.068 0.928
C 0.931 2.697 -0.496 -0.668
C 1.277 4.036 -0.564 -0.093
C 1.698 4.643 0.608 -0.054
C 1.768 3.889 1.769 -0.046
C 1.413 2.552 1.712 -0.101
N 0.990 1.960 0.596 0.012
H 1.221 4.566 -1.503 0.103
H 1.963 5.692 0.605 0.112
H 2.101 4.326 2.700 0.107
H 1.468 1.918 2.589 0.119
```

Properties
strongest force on any atom: 1.93 eV Å⁻¹
energy relative to the best compared isomer or geometry (same formula, charge and spin): 37.68 kcal per mole
DFT total energy: -4729.7037 hartree
total charge: 0

Formula: C28H23Cl4NO2Si
Source: the Open Molecules 2025 dataset
Level of theory: ωB97M-V/def2-TZVPD

```
59
Properties=species:S:1:pos:R:3:lowdin_charge:R:1
Cl -0.336 -0.608 3.597 0.710
C -0.403 0.599 2.374 -0.692
C 0.741 1.220 1.968 -0.538
Cl 2.270 0.848 2.648 0.786
C 0.804 1.984 0.608 -0.664
O 0.921 1.168 -0.373 -0.024
C -0.589 2.679 0.386 -0.314
O -0.660 3.665 -0.343 0.023
C -1.768 2.011 0.901 -0.619
Cl -3.254 2.632 0.358 0.750
C -1.686 1.000 1.843 -0.672
Cl -3.109 0.332 2.507 0.723
C -0.886 8.654 1.034 -0.081
C -0.178 8.905 2.216 -0.080
C 0.490 7.868 2.882 -0.080
C 0.483 6.565 2.357 -0.248
Si 1.389 5.096 3.069 0.752
C 2.631 5.896 4.254 -0.226
C 2.691 5.522 5.605 -0.080
C 3.593 6.130 6.488 -0.076
C 4.439 7.149 6.044 -0.085
C 4.377 7.549 4.706 -0.079
C 3.475 6.938 3.823 -0.109
C 0.273 4.036 4.113 -0.254
C -1.101 4.282 4.228 -0.067
C -1.921 3.364 4.896 -0.074
C -1.373 2.218 5.471 -0.098
C 0.011 2.049 5.486 -0.116
C 0.831 2.976 4.842 -0.150
C 2.299 4.057 1.726 -0.180
C 3.239 4.972 0.909 -0.174
C 2.766 4.950 -0.541 -0.143
C 2.159 3.578 -0.778 -0.082
N 1.887 2.978 0.601 0.017
C -0.272 6.325 1.207 -0.097
C -0.950 7.348 0.544 -0.068
H -1.389 9.462 0.502 0.103
H -0.143 9.916 2.619 0.101
H 1.026 8.075 3.812 0.103
H 2.019 4.755 5.989 0.086
H 3.628 5.802 7.528 0.104
H 5.139 7.626 6.734 0.105
H 5.029 8.344 4.344 0.104
H 3.425 7.304 2.794 0.094
H -1.529 5.191 3.798 0.107
H -2.994 3.544 4.960 0.108
H -2.019 1.459 5.916 0.109
H 0.463 1.193 5.987 0.102
H 1.917 2.860 4.914 0.097
H 2.892 3.426 2.411 0.076
H 3.280 5.999 1.292 0.085
H 4.259 4.562 0.992 0.126
H 2.000 5.719 -0.717 0.116
H 3.571 5.153 -1.256 0.120
H 1.224 3.641 -1.330 0.116
H 2.842 2.879 -1.283 0.139
H 2.684 2.346 0.692 0.125
H -0.339 5.313 0.813 0.072
H -1.518 7.104 -0.355 0.111
```

Properties
SMILES: O=C1C(Cl)=C(Cl)C(Cl)=C(Cl)[C@]1([O-])[N@H+]1CCC[C@H]1[Si](c1ccccc1)(c1ccccc1)c1ccccc1
strongest force on any atom: 3.81 eV Å⁻¹
energy relative to the best compared isomer or geometry (same formula, charge and spin): 0.00 kcal per mole
DFT total energy: -3416.2141 hartree
total charge: 0

Formula: C28H23Cl5N5O2S2Tc
Source: the Open Molecules 2025 dataset
Level of theory: ωB97M-V/def2-TZVPD

```
66
Properties=species:S:1:pos:R:3:lowdin_spin:R:1
Tc 0.501 1.477 0.559 1.662
N 2.629 5.213 0.140 0.074
C 2.128 3.949 0.216 0.091
S 0.427 3.877 0.710 0.107
N 2.944 2.932 -0.028 0.021
N 2.282 1.757 0.094 0.265
C 2.968 0.566 -0.101 0.074
C 2.451 -0.543 -0.788 0.108
C 3.359 -1.219 -1.672 0.008
C 2.890 -1.959 -2.709 0.086
C 1.470 -2.195 -2.829 0.032
C 0.615 -1.704 -1.857 0.052
N 1.132 -0.990 -0.791 0.099
H 2.009 6.014 0.152 0.002
H 3.569 5.292 -0.237 0.001
H 4.049 0.593 0.039 0.005
H 4.416 -0.964 -1.547 -0.002
H 3.652 -2.271 -3.373 0.005
H 1.006 -2.786 -3.626 0.001
H -0.446 -1.865 -1.893 0.004
Cl -1.627 1.850 -6.964 0.002
C -1.316 1.975 -5.280 0.004
C 0.002 2.056 -4.854 -0.001
Cl 1.354 2.069 -5.932 -0.001
C 0.240 2.068 -3.479 0.005
Cl 1.863 2.465 -2.960 0.001
C -0.742 1.731 -2.522 0.003
O -0.473 1.238 -1.339 0.042
C -2.093 1.771 -3.000 0.004
Cl -3.357 1.563 -1.837 0.002
C -2.362 1.921 -4.346 -0.001
Cl -3.999 1.990 -4.928 0.000
C 0.114 2.000 3.883 0.006
S 1.327 1.453 2.718 0.020
C 1.731 -0.160 3.463 0.006
O 2.516 2.321 2.833 0.000
H 0.683 2.328 4.772 0.000
H -0.622 1.248 4.198 0.000
H -0.357 2.912 3.423 0.001
H 0.854 -0.609 3.987 0.000
H 2.496 0.071 4.221 0.000
H 2.176 -0.786 2.673 0.000
N 0.214 -0.536 0.190 -0.009
C -0.696 -1.292 0.771 0.094
C -1.725 -0.601 1.471 0.013
C -2.572 -1.328 2.333 0.019
C -3.630 -0.703 2.987 0.001
C -3.863 0.680 2.769 0.023
C -3.048 1.388 1.905 0.002
C -1.982 0.746 1.240 0.026
C -0.736 -2.730 0.652 0.010
C -1.920 -3.374 0.186 0.010
C -1.965 -4.751 -0.030 0.000
C -0.880 -5.562 0.349 0.008
C 0.271 -4.940 0.846 -0.001
C 0.338 -3.562 1.004 0.007
H -2.428 -2.416 2.488 0.001
H -4.199 -1.213 3.754 0.000
H -4.695 1.170 3.260 0.001
H -3.193 2.470 1.791 0.000
H -1.591 1.214 0.311 0.005
H -2.793 -2.746 0.097 0.000
H -2.845 -5.264 -0.440 0.000
H -0.967 -6.644 0.333 0.000
H 1.137 -5.530 1.160 0.000
H 1.310 -3.124 1.382 0.000
```

Properties
spin multiplicity: 4
strongest force on any atom: 4.56 eV Å⁻¹
energy relative to the best compared isomer or geometry (same formula, charge and spin): 4.20 kcal per mole
DFT total energy: -4682.8308 hartree
expectation value of S²: 3.8049
total charge: +1

Formula: C28H23FeN7O4S2Se
Source: the Open Molecules 2025 dataset
Level of theory: ωB97M-V/def2-TZVPD

```
66
Properties=species:S:1:pos:R:3:lowdin_spin:R:1
Fe -1.044 -0.532 0.241 1.376
N -1.385 1.296 1.690 0.037
C -2.672 1.124 2.382 0.002
C -3.616 0.528 1.362 -0.003
N -2.964 -0.697 0.864 -0.035
H -0.641 1.455 2.358 0.001
H -1.406 2.124 1.106 0.000
H -3.061 2.040 2.828 0.001
H -2.514 0.403 3.187 0.000
H -3.747 1.204 0.517 0.000
H -4.602 0.322 1.780 -0.001
H -3.454 -1.079 0.064 0.000
H -3.014 -1.411 1.589 0.000
S 0.112 -0.324 6.018 0.000
C 0.796 -0.364 7.579 0.000
C 2.156 -0.411 7.536 0.000
C 2.652 -0.405 6.207 0.000
C 1.660 -0.355 5.268 0.000
C 1.807 -0.329 3.807 0.001
C 0.674 -0.417 2.978 0.001
N 0.712 -0.393 1.656 0.007
C 1.915 -0.287 1.070 0.000
C 3.110 -0.196 1.789 0.000
C 4.347 -0.088 1.062 0.000
C 4.358 -0.090 -0.284 0.000
C 3.136 -0.196 -1.040 0.000
C 3.103 -0.227 -2.439 0.000
C 1.898 -0.365 -3.089 0.000
C 0.742 -0.450 -2.292 -0.001
N 0.722 -0.390 -0.974 -0.009
C 1.923 -0.282 -0.355 0.000
C 1.758 -0.424 -4.551 0.000
C 0.615 -0.618 -5.280 0.000
C 0.847 -0.615 -6.680 0.000
C 2.158 -0.421 -6.984 0.000
S 3.116 -0.241 -5.585 0.000
C 3.034 -0.216 3.184 -0.001
H 0.157 -0.365 8.448 0.000
H 2.780 -0.454 8.416 0.000
H 3.706 -0.449 5.970 0.000
H -0.303 -0.534 3.429 0.000
H 5.271 -0.014 1.622 0.000
H 5.291 -0.021 -0.828 0.000
H 4.033 -0.162 -2.992 0.000
H -0.197 -0.570 -2.798 0.000
H -0.366 -0.780 -4.855 0.000
H 0.073 -0.754 -7.420 0.000
H 2.616 -0.376 -7.960 0.000
H 3.944 -0.135 3.765 0.000
O -3.645 0.118 -5.051 0.000
C -3.398 1.329 -4.575 0.000
O -3.650 2.334 -5.182 0.000
C -2.757 1.431 -3.223 0.000
C -2.415 2.644 -2.671 0.000
N -1.826 2.391 -1.489 0.003
N -1.755 1.078 -1.227 0.015
C -2.324 0.488 -2.269 0.000
C -2.298 -1.008 -2.265 0.000
O -2.746 -1.641 -3.206 -0.001
O -1.737 -1.534 -1.229 -0.028
H -3.355 -0.596 -4.430 0.000
H -2.545 3.641 -3.061 0.000
H -1.409 3.064 -0.868 0.000
Se -0.828 -2.958 1.025 -0.287
C -1.506 -2.565 2.684 -0.031
N -2.041 -2.281 3.671 -0.046
```

Properties
spin multiplicity: 2
strongest force on any atom: 0.76 eV Å⁻¹
energy relative to the best compared isomer or geometry (same formula, charge and spin): 0.00 kcal per mole
DFT total energy: -6226.4525 hartree
expectation value of S²: 1.0505
total charge: +1